Below is a molecular structure, C21H27FeN4O6STe4 in a non-equilibrium geometry, with properties calculated with the ωB97M-V functional and the def2-TZVPD basis.

```
64
Properties=species:S:1:pos:R:3:forces:R:3:lowdin_spin:R:1
Fe -0.654 0.948 1.545 0.9 -0.1 -1.5 3.71
Te -1.487 0.689 4.294 -0.5 0.1 0.6 0.39
Te -2.802 0.640 6.510 -0.2 0.0 0.2 0.45
Te -5.713 1.491 3.573 0.0 -0.1 0.1 0.07
Te -3.384 1.438 2.314 -0.2 0.1 0.4 0.11
C 2.959 -1.922 -1.346 0.0 0.0 0.0 0.00
C 3.506 -2.087 0.068 -0.1 0.0 0.0 0.00
N 3.101 -1.043 1.000 0.0 0.0 -0.1 0.01
C 4.061 0.022 1.242 0.1 0.0 0.1 0.00
C 4.253 0.940 0.039 -0.1 0.0 0.0 0.00
C 1.846 -1.041 1.520 0.2 -0.1 0.2 0.01
S 1.434 0.076 2.754 0.2 -0.1 -0.1 0.03
N 1.080 -2.047 1.072 -0.1 0.0 -0.1 0.00
C -0.243 -2.084 1.225 0.0 -0.1 0.1 0.00
O -1.028 -1.186 1.579 0.1 0.3 0.0 0.04
C -0.880 -3.403 0.865 0.0 0.0 0.2 0.00
C -0.125 -4.505 0.478 0.0 0.0 0.0 0.00
C -0.744 -5.713 0.192 0.0 0.0 0.0 0.00
C -2.126 -5.826 0.287 0.0 0.0 0.0 0.00
C -2.883 -4.728 0.675 0.0 0.0 0.0 0.00
C -2.264 -3.521 0.965 0.0 0.0 0.0 0.00
H 3.283 -2.759 -1.972 0.0 0.0 0.0 0.00
H 3.306 -0.993 -1.799 0.0 0.0 0.0 0.00
H 1.871 -1.908 -1.320 0.0 0.0 0.0 0.00
H 4.600 -2.079 0.049 0.0 0.0 0.0 0.00
H 3.178 -3.046 0.470 0.0 0.0 0.0 0.00
H 5.013 -0.440 1.530 0.0 0.0 0.0 0.00
H 3.709 0.600 2.091 -0.1 0.0 0.0 0.00
H 4.797 0.446 -0.770 0.0 0.0 0.0 0.00
H 4.817 1.825 0.340 0.0 0.0 0.0 0.00
H 3.277 1.260 -0.327 0.0 0.0 0.0 0.00
H 0.949 -4.395 0.412 0.0 0.0 0.0 0.00
H -0.149 -6.570 -0.102 0.0 0.0 0.0 0.00
H -2.611 -6.767 0.058 0.0 0.0 0.0 0.00
H -3.959 -4.812 0.758 0.0 0.0 0.0 0.00
H -2.833 -2.654 1.276 0.0 0.0 0.0 0.00
C 0.517 4.562 -0.779 0.0 0.0 0.0 0.00
C -0.504 4.300 0.322 -0.1 0.0 0.0 0.00
C -1.328 5.545 0.643 0.0 0.0 0.0 0.00
O -1.369 3.239 -0.059 0.0 0.0 0.0 0.01
C 0.241 3.866 1.609 0.0 0.0 0.0 0.01
O 1.073 4.657 2.045 0.0 0.0 0.0 0.01
O -0.090 2.754 2.135 0.0 -0.2 0.0 0.06
H 0.017 4.948 -1.675 0.0 0.0 0.0 0.00
H 1.025 3.629 -1.028 0.0 0.0 0.0 0.00
H 1.254 5.288 -0.437 0.0 0.0 0.0 0.00
H -1.739 5.977 -0.277 0.0 0.0 0.0 0.00
H -0.706 6.288 1.140 0.0 0.0 0.0 0.00
H -2.154 5.270 1.300 0.0 0.0 0.0 0.00
H -1.807 3.468 -0.885 0.0 0.0 0.0 0.00
C -3.153 -0.289 -3.689 0.0 0.0 0.0 0.00
N -2.047 -0.052 -2.785 0.0 0.0 0.0 0.00
C -0.773 -0.038 -3.263 0.0 0.0 0.0 0.00
C 0.276 0.268 -2.484 0.0 0.0 0.0 0.00
C -0.001 0.599 -1.096 -0.1 0.1 0.0 0.00
O 0.883 0.994 -0.309 0.0 -0.1 0.1 0.03
N -1.258 0.488 -0.624 -0.1 0.0 0.1 0.02
C -2.323 0.224 -1.411 0.0 -0.1 0.0 0.00
O -3.489 0.217 -1.047 0.0 0.0 0.0 0.00
H -3.163 0.449 -4.494 0.0 0.0 0.0 0.00
H -4.067 -0.203 -3.108 0.0 0.0 0.0 0.00
H -3.095 -1.291 -4.123 0.0 0.0 0.0 0.00
H -0.668 -0.277 -4.315 0.0 0.0 0.0 0.00
H 1.290 0.273 -2.853 0.0 0.0 0.0 0.00
```
Positions in Å, forces in eV/Å.

total charge = -2
ΔE to the lowest compared entry with this formula, charge and spin = 9.8 kcal/mol
Kohn-Sham gap (spin up / spin down) = 5.03 / 4.68 eV
HOMO energy (spin up / spin down) = -0.9 / -0.8 eV
multiplicity = 6



Below is a molecular structure, C25H43BiF3P2 in a non-equilibrium geometry, with properties calculated with the ωB97M-V functional and the def2-TZVPD basis.

```
74
Properties=species:S:1:pos:R:3:forces:R:3:lowdin_charge:R:1
Bi 0.398 -0.187 -2.920 1.0 1.3 4.8 1.41
C -0.611 -2.658 1.438 2.9 -0.5 -1.2 -0.20
C 0.750 -2.783 1.032 -2.8 0.2 0.0 -0.22
C 0.645 -1.145 2.655 -1.7 -0.7 -0.5 -0.24
C -0.659 -1.651 2.455 1.6 1.5 0.8 -0.19
C 1.508 -1.823 1.753 -0.3 0.4 0.7 -0.18
C -1.766 -3.398 0.924 -0.8 -0.5 -0.4 -0.05
H -1.486 -3.998 0.046 -0.2 0.1 0.3 0.07
H -2.606 -2.732 0.634 0.4 -0.3 0.2 0.08
H -2.163 -4.093 1.685 0.0 0.2 -0.2 0.10
C -1.884 -1.162 3.130 -0.2 0.1 0.4 -0.03
H -2.749 -1.788 2.910 0.0 0.1 0.0 0.07
H -2.135 -0.122 2.866 0.1 -0.3 -0.1 0.09
H -1.739 -1.170 4.219 -0.1 0.0 -0.1 0.09
C 0.988 -0.045 3.571 0.3 0.4 0.4 -0.05
H 0.650 -0.278 4.584 0.1 0.1 0.1 0.08
H 0.528 0.913 3.285 0.1 -0.2 0.0 0.08
H 2.072 0.095 3.600 -0.1 0.1 0.2 0.07
C 2.965 -1.572 1.621 0.2 0.1 -0.1 -0.03
H 3.527 -2.139 2.389 -0.1 0.3 -0.3 0.10
H 3.193 -0.497 1.752 0.0 -0.5 0.0 0.08
H 3.318 -1.900 0.630 0.0 0.1 0.4 0.07
C 1.266 -3.718 0.014 0.5 -0.4 0.2 -0.06
H 1.695 -4.590 0.524 0.1 -0.1 -0.3 0.09
H 2.066 -3.259 -0.575 -0.1 -0.1 -0.1 0.06
H 0.472 -4.066 -0.643 0.1 -0.1 -0.1 0.06
C -1.633 1.433 -6.590 -1.5 -1.1 -0.9 -0.14
C -1.968 0.132 -6.372 -1.2 2.8 -2.0 -0.18
C -1.284 -1.056 -6.902 1.3 -0.6 0.0 -0.17
C 0.282 -0.999 -6.762 -0.3 -0.6 -0.5 -0.15
C 0.817 -0.215 -5.580 1.2 0.8 -2.0 -0.27
C 0.976 1.134 -5.667 1.5 -1.6 -0.4 -0.19
C 0.824 1.975 -6.885 -0.7 0.8 -0.7 -0.16
C -0.574 1.896 -7.546 0.2 0.8 0.2 -0.16
H -1.515 -1.242 -7.970 -0.1 0.1 0.5 0.14
H 0.697 -0.629 -7.716 0.0 0.2 0.5 0.12
H -1.621 -1.922 -6.331 -0.1 -0.1 -0.2 0.11
H -0.535 1.235 -8.416 -0.1 0.1 0.1 0.11
H -2.323 2.230 -6.263 0.2 -0.7 -0.1 0.12
H -3.020 -0.009 -6.141 0.2 -0.1 0.7 0.11
H -0.841 2.928 -7.901 0.2 -1.1 0.1 0.13
H 0.990 3.025 -6.617 0.1 -0.2 0.2 0.11
H 1.504 1.664 -4.890 -0.2 -0.2 0.0 0.01
H 1.566 1.779 -7.677 0.1 -0.3 0.6 0.13
H 0.634 -2.035 -6.692 0.0 0.2 0.0 0.12
H 1.434 -0.846 -4.896 -0.5 0.6 -0.3 0.03
P -1.971 1.016 -3.030 0.2 -0.5 -0.9 0.80
P 1.608 2.253 -2.506 -1.0 -2.4 0.6 0.74
C -1.088 2.546 -3.801 -0.6 -1.1 -1.0 -0.36
C 0.212 3.192 -3.251 0.0 0.7 -0.1 -0.38
H -1.877 3.305 -3.776 0.2 0.1 -0.3 0.09
H -0.895 2.242 -4.860 -0.3 0.6 1.1 0.02
H 0.660 3.703 -4.106 -0.1 0.3 -0.1 0.08
H -0.041 3.981 -2.522 0.2 -0.4 -0.2 0.09
C 2.172 3.214 -1.101 -0.1 0.1 0.2 -0.23
H 2.811 2.576 -0.477 -0.2 0.3 -0.1 0.07
H 1.318 3.598 -0.538 0.2 -0.2 0.1 0.06
H 2.742 4.054 -1.522 0.0 -0.1 0.3 0.07
C 3.181 1.973 -3.380 0.3 0.5 -0.7 -0.27
H 3.489 2.899 -3.884 0.3 -0.2 0.0 0.07
H 3.144 1.162 -4.123 0.1 0.4 0.4 0.03
H 3.928 1.700 -2.618 -0.4 0.2 -0.2 0.07
C -3.784 1.205 -3.100 -0.4 0.6 0.1 -0.23
H -4.248 0.289 -2.703 0.3 0.4 0.0 0.07
H -4.098 1.319 -4.140 0.0 0.0 0.0 0.05
H -4.114 2.072 -2.529 -0.1 -0.1 0.0 0.05
C -2.034 -0.708 -3.812 0.4 0.4 -1.6 -0.41
H -1.968 -1.478 -3.051 -0.1 0.0 0.6 0.04
H -1.195 -0.869 -4.549 -1.1 -0.1 0.7 -0.03
H -2.927 -0.856 -4.390 -0.5 -0.3 0.1 0.04
F -1.898 -0.076 -0.182 0.8 1.0 -0.9 -0.03
C -0.899 0.799 -0.661 0.5 -1.1 1.8 -0.60
F -1.511 2.072 -0.641 0.5 -0.8 -0.2 -0.06
F -0.023 0.870 0.381 -0.1 0.2 -0.3 0.00
```
Positions in Å, forces in eV/Å.

total charge = +1
ΔE to the lowest compared entry with this formula, charge and spin = 111.2 kcal/mol
Kohn-Sham gap (spin up / spin down) = 4.93 / 4.47 eV
HOMO energy (spin up / spin down) = -8.5 / -8.6 eV



Below is a gas-phase ion, C15H12FN4O8S (charge -1) in a non-equilibrium geometry, with properties calculated with the ωB97M-V functional and the def2-TZVPD basis.

```
41
Properties=species:S:1:pos:R:3:forces:R:3:lowdin_charge:R:1
C 4.553 0.077 0.739 0.3 0.2 0.0 -0.07
C 3.683 -1.089 0.372 -0.2 0.2 0.0 -0.19
O 2.355 -0.515 0.272 -0.1 -1.0 0.0 -0.01
C 1.497 -1.306 -0.378 0.0 0.1 -0.7 -0.51
C 0.137 -0.537 -0.513 -0.4 -1.7 0.6 -0.26
F -0.616 -1.329 -1.376 0.2 0.4 0.9 0.02
S -0.572 -0.854 1.281 -0.4 0.5 -1.4 0.80
C -2.284 -1.253 0.944 -0.1 -0.1 0.2 -0.26
C -3.012 -0.779 -0.135 -0.1 0.1 -0.1 -0.06
C -4.347 -1.152 -0.297 0.3 -0.1 0.2 -0.06
C -4.941 -1.991 0.644 0.1 0.0 0.0 -0.08
C -4.201 -2.463 1.734 -0.1 0.1 -0.2 -0.08
C -2.867 -2.103 1.871 -0.2 -0.2 0.1 -0.07
O 0.017 -2.074 1.785 0.1 0.6 0.0 -0.29
O -0.484 0.396 2.002 0.1 -0.7 0.0 -0.28
O 1.733 -2.399 -0.825 -0.5 0.8 0.9 0.14
H 5.571 -0.278 0.889 0.1 0.1 0.1 0.07
H 4.557 0.810 -0.076 0.0 -0.1 0.2 0.07
H 4.191 0.559 1.655 0.1 -0.1 -0.2 0.09
H 3.934 -1.516 -0.607 0.0 0.1 0.3 0.13
H 3.669 -1.884 1.133 0.0 0.2 -0.3 0.13
H -2.558 -0.124 -0.860 -0.1 0.0 0.0 0.08
H -4.895 -0.784 -1.168 0.1 -0.1 0.4 0.11
H -5.985 -2.277 0.521 0.2 0.0 0.1 0.10
H -4.657 -3.115 2.476 0.1 0.1 -0.2 0.10
H -2.257 -2.499 2.673 -0.1 0.0 0.1 0.11
O 1.559 -0.546 -2.745 0.6 1.4 0.4 0.03
N 2.159 0.459 -2.292 0.4 0.9 -0.5 -0.34
C 1.453 1.385 -1.484 0.5 -0.7 -1.0 -0.15
C 0.099 0.941 -1.040 -0.6 -0.3 -0.1 -0.10
C -0.472 2.059 -0.206 -1.8 2.2 -1.2 -0.06
N -1.760 2.503 -0.303 1.9 0.9 1.5 -0.15
O -2.844 2.075 -0.669 0.4 0.0 -0.1 0.01
O -1.766 3.884 0.296 -0.6 -1.8 -0.3 -0.04
N -0.492 4.290 0.554 1.6 -2.7 -1.8 0.09
C 0.295 3.255 0.079 -3.2 1.5 1.8 -0.33
N 1.563 3.422 -0.194 2.8 -0.1 -0.9 0.08
C 2.095 2.529 -1.032 -0.2 0.1 1.3 -0.07
O 3.374 0.678 -2.524 -0.9 -0.5 0.0 -0.02
H -0.620 0.876 -1.879 0.4 -0.4 0.0 0.17
H 3.139 2.665 -1.317 -0.3 0.1 0.0 0.12
```
Positions in Å, forces in eV/Å.

total charge = -1
Kohn-Sham gap = 7.31 eV
SMILES string = CCOC(=O)[C@](F)([C@@H]1C(=[N+]([O-])[O-])C=Nc2no[n+]([O-])c21)S(=O)(=O)c1ccccc1
HOMO energy = -4.6 eV



Below is a single C4H6IN molecule in a non-equilibrium geometry, with properties calculated with the ωB97M-V functional and the def2-TZVPD basis.

```
12
Properties=species:S:1:pos:R:3:forces:R:3:lowdin_charge:R:1
C 0.227 -0.816 -1.894 3.5 0.9 3.2 -0.05
C 0.746 0.086 -0.825 -1.4 0.8 -0.8 -0.41
C -1.022 0.429 1.046 -2.3 0.0 2.0 -0.20
C 0.391 -0.090 0.668 -0.6 -1.6 -1.7 -0.80
N 1.451 -1.002 -1.553 -1.8 -0.5 -1.3 0.13
I 1.851 0.784 1.943 0.3 0.0 0.0 0.80
H -0.556 -0.950 -2.558 -1.1 -0.9 -1.2 0.09
H 0.878 1.061 -1.311 0.5 0.2 1.2 0.12
H -1.534 1.193 0.399 1.1 -0.6 0.2 0.08
H -1.099 0.837 2.097 0.9 0.2 -1.1 0.05
H -1.870 -0.305 1.278 1.4 -0.1 -1.2 0.08
H 0.537 -1.228 0.709 -0.5 1.6 0.8 0.10
```
Positions in Å, forces in eV/Å.

ΔE to the lowest compared entry with this formula, charge and spin = 52.6 kcal/mol
Kohn-Sham gap = 9.96 eV
SMILES string = C[C@H](I)[C@@H]1C=N1
HOMO energy = -9.4 eV



Below is a molecular structure, C20H27Cl3F3N2PdSi2 in a non-equilibrium geometry, with properties calculated with the ωB97M-V functional and the def2-TZVPD basis.

```
58
Properties=species:S:1:pos:R:3:forces:R:3:lowdin_charge:R:1
Pd -1.270 -1.038 -1.874 -1.3 0.2 -0.9 0.52
C 0.752 -0.720 -1.853 -0.8 -0.3 -0.3 -0.33
Si 1.154 0.031 -0.214 0.3 0.0 0.1 0.63
C -0.008 -0.618 1.128 -0.1 0.1 -0.1 -0.23
N -1.392 -0.616 0.633 -0.3 -0.5 0.4 -0.24
C -2.208 -1.778 1.087 0.0 0.2 0.1 -0.19
C -3.307 -1.410 2.088 0.1 0.0 0.1 -0.19
C -2.784 -0.380 3.081 0.0 0.0 0.0 -0.20
C -2.427 0.916 2.340 0.1 0.0 0.0 -0.17
C -2.086 0.650 0.864 0.2 0.0 0.0 -0.20
C 2.903 -0.455 0.340 0.1 -0.1 -0.1 -0.23
C 3.177 -1.313 1.406 0.0 0.0 0.0 -0.09
C 4.479 -1.691 1.718 0.0 0.0 0.0 -0.10
C 5.539 -1.220 0.959 0.0 0.0 0.0 -0.11
C 5.292 -0.364 -0.107 0.0 0.0 0.0 -0.10
C 3.991 0.010 -0.407 0.0 0.0 0.0 -0.09
C 1.223 1.913 -0.210 -0.1 0.1 -0.1 -0.25
C 1.452 2.589 0.992 0.0 0.0 0.0 -0.10
C 1.587 3.968 1.032 0.0 0.0 0.0 -0.10
C 1.504 4.704 -0.144 0.0 0.0 0.0 -0.11
C 1.283 4.053 -1.348 0.0 0.0 0.0 -0.08
C 1.140 2.671 -1.379 0.1 0.0 0.0 -0.10
H 1.182 -1.716 -1.961 0.4 0.1 0.0 -0.03
H 0.950 -0.114 -2.736 0.4 0.0 0.1 0.00
H 0.108 -0.090 2.089 0.0 0.0 0.0 0.09
H 0.289 -1.655 1.305 0.0 0.0 -0.1 0.07
H -1.536 -2.502 1.548 0.0 0.0 0.0 0.11
H -2.654 -2.269 0.224 0.0 -0.1 -0.1 0.07
H -3.633 -2.320 2.597 -0.1 0.0 0.0 0.11
H -4.182 -1.002 1.569 0.0 0.0 0.0 0.10
H -1.895 -0.791 3.569 0.0 0.0 0.0 0.11
H -3.516 -0.184 3.867 0.0 0.0 0.0 0.10
H -1.591 1.413 2.839 0.0 0.0 0.0 0.10
H -3.267 1.617 2.371 0.0 0.0 0.0 0.11
H -1.463 1.459 0.480 0.0 0.0 -0.1 0.10
H -2.991 0.643 0.255 0.0 0.0 0.0 0.11
H 2.365 -1.701 2.012 0.0 0.0 0.0 0.09
H 4.663 -2.359 2.552 0.0 0.0 0.0 0.09
H 6.554 -1.520 1.194 0.0 0.0 0.0 0.09
H 6.115 0.009 -0.706 0.0 0.0 0.0 0.10
H 3.813 0.683 -1.241 0.0 0.0 0.0 0.10
H 1.533 2.025 1.917 0.0 0.0 0.0 0.10
H 1.760 4.470 1.977 0.0 0.0 0.0 0.09
H 1.611 5.782 -0.119 0.0 0.0 0.0 0.09
H 1.218 4.621 -2.269 0.0 0.0 0.0 0.10
H 0.946 2.181 -2.324 0.0 0.0 0.0 0.08
F -0.773 1.133 -3.855 -0.1 0.0 0.0 -0.03
C -1.631 0.854 -2.806 0.7 0.5 0.3 -0.54
F -1.563 2.022 -2.058 -0.2 0.0 0.0 -0.03
F -2.884 0.960 -3.401 -0.1 0.0 -0.1 -0.04
N -3.612 -1.292 -1.930 0.6 -0.2 -0.3 0.01
H -3.794 -2.285 -2.040 -0.1 0.0 0.1 -0.05
H -3.716 -0.850 -2.837 -0.1 0.0 0.0 0.02
H -4.292 -0.887 -1.300 0.2 0.1 0.1 0.04
Cl -0.066 -4.330 -1.098 0.0 -0.1 -0.2 -0.01
Si -1.096 -3.264 -2.731 0.5 -0.4 1.3 -0.49
Cl -2.900 -4.486 -2.748 0.0 0.2 -0.1 0.04
Cl -0.043 -4.158 -4.338 -0.1 0.2 -0.1 0.07
```
Positions in Å, forces in eV/Å.

total charge = -1
ΔE to the lowest compared entry with this formula, charge and spin = 26.7 kcal/mol
Kohn-Sham gap = 6.84 eV
HOMO energy = -4.2 eV